Record 1
{
  "formula": "C7H14O",
  "method": "ωB97M-V/def2-TZVPD",
  "orbital_gap_ha": 0.354,
  "smiles": "C/C=C/C.C=C(C)O",
  "fmax_ev_per_a": 1.61,
  "total_energy_ha": -350.297709,
  "charge": 0,
  "elements": ["C", "C", "C", "C", "H", "H", "H", "H", "H", "H", "H", "H", "C", "C", "C", "O", "H", "H", "H", "H", "H", "H"],
  "coordinates": [[2.38558, -1.02310, -1.99582], [1.38953, -0.04166, -1.48060], [1.75623, 1.13248, -0.94784], [0.91271, 2.22749, -0.39303], [2.25831, -2.03279, -1.60761], [2.37631, -1.03618, -3.08918], [3.39365, -0.68871, -1.73339], [0.31812, -0.19054, -1.55445], [2.83732, 1.20081, -0.81312], [-0.14061, 1.95592, -0.43491], [1.12348, 3.15979, -0.92308], [1.22956, 2.40601, 0.63693], [-1.32544, -2.03045, 1.68220], [-1.81507, -0.91559, 1.14437], [-2.60318, 0.11358, 1.89504], [-1.66110, -0.66988, -0.19643], [-1.23617, -2.07989, 2.75805], [-0.79232, -2.77562, 1.11001], [-3.59125, 0.30466, 1.48187], [-2.70875, -0.23382, 2.92174], [-2.03824, 1.05229, 1.92888], [-2.06863, 0.16521, -0.38959]],
  "forces_ev_per_a": [[0.3292, 0.1669, -0.1684], [-0.3714, 1.5032, 0.4510], [0.7578, -1.3799, -0.0855], [0.4853, -0.1674, -0.0393], [-0.1552, -0.0390, -0.1004], [-0.1896, -0.2941, 0.0172], [-0.0656, -0.0627, 0.1161], [0.0203, -0.5331, -0.2432], [-0.0441, 0.5564, -0.0151], [-0.0679, 0.2453, 0.0194], [-0.3256, -0.0019, -0.0706], [-0.2919, 0.0013, 0.1088], [0.4833, 0.4674, 0.1472], [-0.2559, -0.3685, -0.2264], [0.7972, 0.0484, 0.5458], [0.0692, -0.6107, 0.2294], [-0.4738, -0.2680, 0.0254], [0.0139, 0.1201, -0.1595], [-0.0319, -0.1172, -0.1792], [-0.1575, 0.1230, -0.0096], [-0.1720, 0.0526, -0.0749], [-0.3537, 0.5578, -0.2881]]
}

***

Record 2
{
  "formula": "C7H14O2",
  "method": "ωB97M-V/def2-TZVPD",
  "orbital_gap_ha": [0.262, 0.264],
  "fmax_ev_per_a": 2.11,
  "total_energy_ha": -425.464455,
  "charge": 0,
  "elements": ["C", "C", "C", "C", "C", "C", "C", "O", "O", "H", "H", "H", "H", "H", "H", "H", "H", "H", "H", "H", "H", "H", "H"],
  "coordinates": [[0.83732, 0.73358, -0.87050], [0.10829, -1.22612, 1.52916], [1.90291, 0.59482, -1.91153], [0.96849, 1.79374, 0.17178], [-2.31541, -1.08297, -0.99408], [-1.28968, -0.19298, -0.35077], [-1.13879, -0.22240, 1.11613], [-0.28173, 0.11003, -1.15202], [1.21134, -0.59610, 2.13509], [0.95960, -0.30648, 3.01968], [0.48282, -1.78224, 0.66885], [-0.33870, -1.94305, 2.22920], [0.04864, 2.37958, 0.25653], [1.20772, 1.37920, 1.15520], [1.64754, -0.20030, -2.60995], [2.04049, 1.51516, -2.48267], [2.85887, 0.35572, -1.44134], [1.77969, 2.46660, -0.10016], [-3.30631, -0.66676, -0.86604], [-2.12738, -1.16707, -2.06819], [-2.31688, -2.08926, -0.56950], [-0.87301, 0.72976, 1.57308], [-2.06584, -0.58246, 1.56206]],
  "forces_ev_per_a": [[1.2182, 0.6784, 0.0665], [-1.6547, 0.3230, 0.2223], [-0.3599, -0.0388, 0.0526], [-0.2610, -0.3429, -0.0344], [0.4099, 0.3223, -0.2525], [-1.1061, 0.0755, 0.0386], [1.9434, -0.8077, 0.1471], [-0.0659, -0.6690, -0.2712], [0.1212, 0.1532, 0.2100], [0.0287, -0.0802, -0.1220], [-0.0581, 0.2289, -0.0377], [0.1681, -0.1070, -0.1332], [-0.0758, 0.0285, -0.0084], [-0.0804, 0.1091, 0.0510], [0.0486, -0.0454, 0.0032], [0.0801, 0.1613, -0.0969], [0.0464, -0.0199, -0.0361], [0.0336, 0.0252, -0.1042], [-0.3920, -0.0026, 0.0261], [-0.0064, 0.0265, 0.1434], [0.0063, -0.1423, 0.0722], [-0.1420, 0.1366, 0.0708], [0.0978, -0.0127, -0.0071]]
}

***

Record 3
{
  "formula": "C7H14O3",
  "method": "ωB97M-V/def2-TZVPD",
  "orbital_gap_ha": 0.385,
  "smiles": "C[C@@H]1[C@H](C=O)CO[C@@H]1C.O",
  "fmax_ev_per_a": 2.77,
  "total_energy_ha": -500.805979,
  "charge": 0,
  "elements": ["C", "C", "C", "C", "O", "C", "O", "C", "C", "H", "H", "H", "H", "H", "H", "H", "H", "H", "H", "H", "H", "O", "H", "H"],
  "coordinates": [[-1.00041, -1.18465, 0.09362], [-0.11565, -0.04124, -0.39390], [1.06423, 0.26221, 0.53710], [2.14684, -0.64168, 1.01563], [2.60674, -1.58247, 0.37401], [0.45348, 1.17636, 1.61612], [-0.72080, 1.71999, 1.04213], [-0.81954, 1.32714, -0.32795], [-2.26428, 1.39159, -0.76910], [-1.42538, -0.98159, 1.08797], [-1.83954, -1.34344, -0.59631], [-0.46124, -2.13109, 0.21499], [0.22746, -0.22441, -1.42026], [1.84064, 0.87252, -0.06864], [2.48577, -0.50600, 2.06528], [1.13384, 1.98604, 1.91958], [0.18930, 0.60827, 2.52215], [-0.23354, 2.03935, -0.93961], [-2.90159, 0.75810, -0.13844], [-2.63145, 2.42477, -0.70861], [-2.35223, 1.05519, -1.81141], [1.38769, -2.67779, -1.68629], [1.99488, -2.08233, -1.10855], [1.23479, -2.22482, -2.51949]],
  "forces_ev_per_a": [[-0.1967, -0.3050, 0.4325], [0.0637, -0.3676, -0.1170], [1.8674, 1.6856, -0.6450], [-0.8653, -2.6344, -0.0621], [0.0000, 1.4986, 0.8924], [0.1858, -0.0177, 0.0766], [-0.1494, 0.0174, 0.1488], [0.2849, 0.0798, -0.1616], [-0.1797, -0.0591, 0.0030], [0.0154, 0.2466, -0.2523], [0.2557, -0.0459, 0.1619], [0.0641, 0.2515, -0.4056], [-0.0862, -0.0793, 0.2870], [-1.3234, -0.0200, 0.4379], [0.1888, 0.3270, -0.3274], [-0.1015, -0.1868, -0.0902], [-0.0172, 0.0766, -0.1989], [-0.0924, -0.1390, 0.1073], [0.1766, 0.1736, -0.1544], [0.1073, -0.2773, 0.0025], [0.0085, 0.0834, 0.2302], [1.0250, 0.9926, 0.8471], [-1.3683, -1.3284, -1.2259], [0.1369, 0.0280, 0.0134]]
}

***

Record 4
{
  "formula": "C7H14O3S",
  "method": "ωB97M-V/def2-TZVPD",
  "orbital_gap_ha": 0.333,
  "fmax_ev_per_a": 5.21,
  "total_energy_ha": -898.882045,
  "charge": 0,
  "elements": ["C", "C", "C", "C", "C", "C", "C", "O", "O", "O", "S", "H", "H", "H", "H", "H", "H", "H", "H", "H", "H", "H", "H", "H", "H"],
  "coordinates": [[-0.58383, 0.04551, 0.67006], [1.13916, -0.85283, -0.68849], [0.64237, 0.80969, 0.51093], [-0.25913, -1.27455, -0.10302], [-0.05968, -2.38087, 0.86206], [-1.14675, -1.67577, -1.23296], [-0.57160, 3.21973, 0.70917], [-0.30818, 1.96217, -1.56556], [1.73353, 2.99436, -0.57078], [2.30873, -1.48025, -0.48817], [0.49063, 2.28686, -0.43189], [-0.81904, -0.29318, 1.70508], [-1.50313, 0.46527, 0.09836], [0.92574, -0.52829, -1.80956], [1.47946, 0.72684, 1.35206], [-1.07214, -2.61037, 1.36483], [0.64861, -2.16760, 1.60252], [0.46001, -3.16140, 0.35728], [-0.58619, -2.18872, -1.96578], [-1.52750, -0.68855, -1.66106], [-1.99829, -2.27326, -0.97376], [-0.45263, 4.31707, 0.67852], [-1.64832, 2.89303, 0.60424], [-0.40188, 2.89245, 1.73264], [3.11006, -1.03734, -0.75673]],
  "forces_ev_per_a": [[-3.3687, -2.1229, -0.9579], [-1.8252, 4.5227, -1.8210], [4.7854, -1.7563, -0.7337], [1.8037, 0.1403, 0.9722], [-1.9671, -0.7543, 0.5891], [-1.1689, 2.6015, -0.3774], [-1.4087, -0.1372, 0.3933], [-0.4196, -0.1730, -1.1869], [0.0971, -0.2519, -0.0470], [-0.7546, -1.2352, 1.2381], [-0.1643, 0.3541, 2.3117], [-0.1848, 0.9423, -0.5167], [1.4205, -0.1430, 1.4869], [0.9135, -0.2078, 2.2190], [-2.0412, 0.7596, -1.7968], [1.6784, -0.2674, -0.8459], [0.8611, 0.8901, 1.5007], [-0.4411, -1.4440, -0.4573], [0.5798, -0.6415, -0.9825], [0.3396, -1.4106, -0.0152], [-0.4683, -0.3046, 0.4270], [-0.0225, -0.6228, -0.4004], [1.1252, 0.6142, -0.5718], [0.7321, 0.0482, 0.0785], [-0.1013, 0.5995, -0.5058]]
}

***

Record 5
{
  "formula": "C7H14OS",
  "method": "ωB97M-V/def2-TZVPD",
  "orbital_gap_ha": 0.335,
  "fmax_ev_per_a": 5.55,
  "total_energy_ha": -748.431867,
  "charge": 0,
  "elements": ["C", "C", "C", "C", "C", "C", "C", "O", "S", "H", "H", "H", "H", "H", "H", "H", "H", "H", "H", "H", "H", "H", "H"],
  "coordinates": [[0.56736, 0.38489, -0.75540], [-1.13765, -1.10446, -1.75381], [0.87296, -2.17959, -0.71614], [-1.08101, 2.09192, 0.46881], [0.99747, 1.30820, 1.65723], [-0.09130, -0.97680, -0.66229], [0.31307, 1.65800, 0.36368], [1.96397, 2.01305, -2.19283], [1.48667, 0.65212, -2.11844], [-0.83569, -0.82439, -2.82637], [-1.70291, -2.02912, -1.79401], [-2.10269, -0.42598, -1.43225], [1.52030, -2.30214, 0.07962], [1.34784, -2.30637, -1.73664], [0.20402, -3.00868, -0.72708], [-1.55248, 1.10358, 0.76522], [-1.38619, 2.70695, -0.34476], [-1.02789, 2.82476, 1.30003], [0.67075, 0.48134, 2.34791], [2.02813, 1.00274, 1.38726], [1.18568, 2.20336, 2.31804], [-0.81897, -1.03620, 0.22104], [1.02838, 2.35214, -0.19602]],
  "forces_ev_per_a": [[-0.0119, 1.5595, 0.4694], [-3.2566, 2.1902, -1.2994], [-1.6761, 0.1941, -2.7652], [0.2350, -0.5063, 1.9384], [1.9866, -0.3009, 1.4715], [-0.8221, -0.1150, 0.5472], [3.7483, -1.7388, -3.6989], [0.9436, 1.9205, -0.3710], [-1.7473, -1.6802, 2.1432], [-0.2979, -0.3597, 1.7085], [0.6242, -0.7683, 0.1066], [2.4976, -0.8881, -1.0799], [1.5702, 0.1253, 1.4666], [-0.0455, 0.6619, 1.2395], [-0.4605, -1.0465, 0.3464], [-0.8206, 1.7307, -0.4749], [-0.8648, -0.4338, -1.0324], [-0.6669, -0.6406, 0.0639], [-0.4935, 0.7196, -0.9990], [-0.3494, 0.0622, 0.1566], [-0.6037, -0.6466, -0.7064], [1.7689, 0.1113, -0.3555], [-1.2577, -0.1506, 1.1246]]
}

***

Record 6
{
  "formula": "C7H14Si",
  "method": "ωB97M-V/def2-TZVPD",
  "orbital_gap_ha": 0.372,
  "smiles": "C1C[SiH2]C2(C1)CCC2",
  "fmax_ev_per_a": 3.86,
  "total_energy_ha": -564.502776,
  "charge": 0,
  "elements": ["C", "C", "Si", "C", "C", "C", "C", "C", "H", "H", "H", "H", "H", "H", "H", "H", "H", "H", "H", "H", "H", "H"],
  "coordinates": [[-0.01809, -2.14685, 0.03376], [-0.36068, -1.93949, 1.57359], [-0.01634, -0.01994, 1.81758], [0.00281, 0.45005, -0.11858], [-0.55490, -1.05506, -0.83519], [-0.81664, 1.62217, -0.65161], [0.40766, 2.28851, -1.13079], [1.29523, 1.02275, -0.87419], [-0.50821, -3.12053, -0.24740], [1.10023, -2.36994, -0.00771], [-1.44334, -2.14585, 1.80627], [0.37716, -2.62589, 1.93542], [-0.99807, 0.34697, 2.84596], [1.35674, 0.41458, 2.28651], [-0.13470, -0.96024, -1.83609], [-1.67725, -1.08110, -0.71111], [-1.41448, 2.28518, 0.07939], [-1.64557, 1.34512, -1.32227], [0.51005, 2.65709, -2.19565], [0.57574, 3.19806, -0.45638], [1.73432, 0.43904, -1.67246], [2.22832, 1.39538, -0.31905]],
  "forces_ev_per_a": [[0.0215, -2.0827, 0.6119], [0.2134, 1.4747, -1.8379], [1.1172, -1.3045, -1.4212], [-1.0718, -2.8105, 0.1003], [0.7664, 3.1027, 2.1569], [-3.0840, 0.6409, 1.3662], [1.7651, 2.0752, -2.1092], [0.5504, 1.8384, 2.5103], [0.5347, 0.6723, 0.0156], [-1.2961, 0.7304, -0.3222], [1.2366, -0.1089, -0.0902], [-0.2203, -0.3861, 1.4879], [-0.3075, 0.6948, -0.2114], [-0.4790, -0.3585, 0.0899], [-0.6086, -0.4762, -0.1704], [1.1110, 0.3047, -0.7223], [1.0545, -1.0790, -0.5439], [0.6976, -0.1451, -0.4406], [-0.5728, -0.2047, 1.0475], [0.5359, -1.4079, -0.9129], [-0.6394, -0.1022, -0.5839], [-1.3251, -1.0677, -0.0203]]
}

***

Record 7
{
  "formula": "C7H15BFO6PS",
  "method": "ωB97M-V/def2-TZVPD",
  "orbital_gap_ha": 0.381,
  "smiles": "CCB(O)[C@]1([PH2]=O)OS(=O)(=O)O[C@@H]1[C@H](F)CC",
  "fmax_ev_per_a": 5.55,
  "total_energy_ha": -1591.391606,
  "charge": 0,
  "elements": ["C", "C", "B", "O", "C", "P", "O", "O", "S", "O", "O", "O", "C", "C", "F", "C", "C", "H", "H", "H", "H", "H", "H", "H", "H", "H", "H", "H", "H", "H", "H", "H"],
  "coordinates": [[3.62004, 1.23892, 0.52224], [2.23352, 0.58516, 0.20866], [1.04045, 1.64185, 0.04680], [1.28503, 3.00975, 0.28824], [-0.44960, 1.14686, -0.39388], [-0.78485, 1.06198, -2.25766], [0.54616, 1.34355, -2.94722], [-1.30156, 2.30362, -0.01358], [-1.91383, 2.02383, 1.50264], [-3.36558, 2.27162, 1.38871], [-1.33359, 2.95144, 2.48362], [-1.52822, 0.42035, 1.65520], [-1.15380, -0.04261, 0.35370], [-0.46585, -1.44065, 0.39371], [0.39810, -1.64649, -0.66397], [-1.53446, -2.58677, 0.36574], [-0.96157, -3.92917, -0.21662], [4.00742, 1.85261, -0.32012], [3.63145, 1.84754, 1.44558], [4.37152, 0.42391, 0.66136], [2.28412, 0.03626, -0.76717], [1.99615, -0.20554, 0.96437], [1.33198, 3.50945, -0.53331], [-1.37106, -0.19184, -2.61815], [-1.73769, 2.06900, -2.61913], [-2.06265, -0.22935, -0.26552], [0.07353, -1.53313, 1.35778], [-2.39134, -2.30994, -0.29236], [-1.88621, -2.78868, 1.39806], [-0.17137, -4.37687, 0.41562], [-1.78356, -4.67872, -0.27925], [-0.62266, -3.77793, -1.26410]],
  "forces_ev_per_a": [[0.3894, -0.7641, -0.1121], [-0.0018, 0.4523, 0.1200], [1.6333, 0.0386, -0.1331], [-0.1780, -1.9059, -0.6112], [-1.0479, 0.5484, 0.1621], [3.4714, 0.8862, -1.2655], [-1.9199, -0.5474, 0.8256], [-0.6618, -1.6017, 1.9660], [-3.2121, 4.4684, 0.7434], [2.8114, -1.8955, -0.2193], [0.3085, -3.1060, -1.8049], [0.3028, 1.6252, -0.4713], [-0.0836, -0.4520, -2.1743], [-0.9458, -0.8043, 1.4877], [-0.1343, 0.7964, -0.0319], [0.3909, -0.5943, -0.4695], [-0.5814, 0.1075, -0.1199], [-0.4872, -0.2600, 0.5362], [-0.2085, -0.2478, -0.5372], [-0.4810, 0.5877, -0.0452], [-0.0703, 0.3548, 0.6427], [0.1506, 0.5468, -0.4870], [-0.3167, 0.3463, 0.0424], [-0.0563, 0.3766, 0.5019], [-0.0338, -0.6343, 0.7033], [0.0447, 0.3107, 0.7823], [0.1706, 0.1423, -0.6345], [0.4721, -0.0009, 0.6355], [-0.0179, 0.4012, -0.6043], [-0.2425, 0.3992, -0.4507], [0.4679, 0.5510, 0.1929], [0.0673, -0.1254, 0.8301]]
}

***

Record 8
{
  "formula": "C7H15BrN3",
  "method": "ωB97M-V/def2-TZVPD",
  "orbital_gap_ha": [0.275, 0.303],
  "fmax_ev_per_a": 4.85,
  "total_energy_ha": -3013.538531,
  "charge": 1,
  "elements": ["C", "C", "C", "C", "C", "C", "C", "N", "N", "N", "Br", "H", "H", "H", "H", "H", "H", "H", "H", "H", "H", "H", "H", "H", "H", "H"],
  "coordinates": [[-0.71567, -1.50586, 0.78860], [0.61506, -1.69588, 0.05804], [0.48525, 0.50869, -0.70420], [-3.78995, 1.50073, -0.66651], [3.77581, -0.31331, 0.53593], [-3.11594, 1.17110, 0.60596], [2.69363, -0.46182, -0.68965], [-1.34188, -0.44806, 0.50411], [-2.51550, -0.11788, 0.44351], [1.35961, -0.45866, 0.00258], [0.85572, 2.28998, -0.14584], [-0.94333, -2.36741, 1.47202], [1.10796, -2.55680, 0.53408], [0.39527, -2.08453, -0.96637], [0.28054, 0.22662, -1.72008], [-4.42138, 0.69836, -1.14525], [-4.60581, 2.27187, -0.37803], [-3.10765, 1.97544, -1.49478], [4.69074, 0.32450, 0.14187], [3.34122, 0.33449, 1.28536], [3.96850, -1.27520, 0.86133], [-2.40174, 1.95327, 0.91551], [-3.87145, 1.14243, 1.47064], [2.82823, -1.35219, -1.30016], [2.79800, 0.42428, -1.33363], [1.63475, -0.18419, 0.92495]],
  "forces_ev_per_a": [[2.4019, -1.9382, 0.4037], [-1.6945, -2.6610, 0.0328], [-0.2666, 0.6867, 2.1451], [-2.2995, 2.4459, -2.3070], [0.0365, 2.8624, -3.9197], [0.2665, 0.4296, 1.8286], [2.4631, 0.6116, 1.4263], [-0.0916, 1.1268, -0.4899], [-1.1687, -1.1247, 0.4915], [-0.0973, 0.7293, -2.3477], [-0.2292, -0.7158, -0.6053], [-0.6658, 1.2910, -0.6094], [0.5663, 0.7156, 0.0282], [0.3675, 0.7136, 0.3954], [0.1233, 0.2126, -0.3252], [1.0696, 0.4216, 0.7185], [1.4432, -0.7868, -0.8083], [-1.1959, -0.9698, 1.6964], [-1.6207, -1.8826, 0.8238], [-0.1298, 0.0039, 0.3927], [0.9617, -1.6499, 1.0067], [-0.0189, -0.2704, -0.2272], [0.9989, -0.4262, -1.2361], [-0.0869, -0.0914, 0.2296], [-0.3992, -0.3887, 0.3169], [-0.7337, 0.6546, 0.9394]]
}